[1]
Formula: C37H71F13INO5Si2
Source: OMol25
Level of theory: ωB97M-V/def2-TZVPD

## Properties
M (g mol⁻¹): 1040.03
Charge: 0
Lowest unoccupied orbital energy (eV): 0.2
Energy above the lowest of the compared OMol25 structures with the same formula, charge and spin (eV): 0.738
Gap between HOMO and LUMO (eV): 9.197
Multiplicity: 1
DFT total energy (a.u.): -4058.33802

XYZ file:
```
130
C37H71F13INO5Si2 (ωB97M-V/def2-TZVPD)
C -9.781 -0.267 6.125
C -9.081 -0.015 7.452
C -7.845 0.882 7.384
C -6.860 0.513 6.267
C -7.053 1.376 4.999
C -6.064 2.554 4.890
C -5.093 2.441 3.707
C -4.888 3.763 2.970
C -3.836 3.620 1.881
C -3.721 4.849 0.985
C -2.332 4.946 0.335
C -2.326 5.644 -1.032
C -1.211 5.099 -1.960
C -1.830 4.584 -3.254
C -0.849 4.256 -4.386
Si 0.452 2.945 -4.087
C 1.495 3.114 -2.528
C 2.127 4.466 -2.384
O 1.947 5.376 -3.158
I 3.415 4.803 -0.693
O -0.137 1.391 -4.144
Si -1.258 0.883 -3.036
C -2.946 0.766 -3.888
N -3.671 -0.504 -3.759
C -4.646 -0.508 -2.684
C -0.764 -0.800 -2.236
F -1.791 -1.238 -1.463
F -0.604 -1.715 -3.239
C 0.545 -0.789 -1.423
F 1.553 -0.739 -2.343
F 0.632 0.339 -0.670
C 0.815 -2.033 -0.550
F 0.729 -3.145 -1.315
F 2.085 -1.933 -0.087
C -0.141 -2.200 0.697
F -1.038 -3.179 0.450
F -0.801 -1.061 0.968
F 0.586 -2.545 1.783
C 1.737 3.027 -5.553
F 2.934 3.490 -5.123
F 1.950 1.747 -5.996
C 1.236 3.792 -6.793
F 1.406 5.121 -6.661
F 1.905 3.378 -7.896
H -10.396 -1.159 6.202
H -9.091 -0.430 5.306
H -10.432 0.554 5.848
H -9.798 0.468 8.112
H -8.804 -0.942 7.940
H -8.120 1.925 7.265
H -7.331 0.790 8.337
H -5.843 0.639 6.619
H -6.994 -0.528 5.992
H -8.074 1.742 5.025
H -6.990 0.744 4.120
H -5.498 2.597 5.815
H -6.636 3.475 4.835
H -5.471 1.717 2.993
H -4.136 2.086 4.080
H -4.593 4.503 3.710
H -5.848 4.055 2.550
H -4.107 2.747 1.294
H -2.889 3.417 2.375
H -3.910 5.730 1.588
H -4.446 4.744 0.184
H -1.961 3.925 0.244
H -1.653 5.445 1.018
H -2.149 6.694 -0.839
H -3.302 5.502 -1.480
H -0.544 5.916 -2.209
H -0.708 4.321 -1.403
H -2.480 5.377 -3.613
H -2.489 3.753 -3.012
H -0.308 5.167 -4.630
H -1.403 3.988 -5.283
H 0.960 2.867 -1.618
H 2.298 2.378 -2.592
H -1.338 1.890 -1.951
H -2.758 0.931 -4.948
H -3.599 1.562 -3.549
H -3.063 -1.303 -3.718
H -5.520 0.050 -3.007
H -4.283 -0.007 -1.781
H -4.959 -1.511 -2.433
H 0.192 3.536 -6.963
C 3.681 -4.241 0.996
C 4.292 -5.600 1.293
O 5.702 -5.638 1.167
C 6.421 -4.763 2.017
C 6.193 -5.018 3.497
H 3.949 -3.916 -0.009
H 2.596 -4.297 1.069
H 4.021 -3.477 1.696
H 3.913 -6.328 0.576
H 3.987 -5.950 2.286
H 6.199 -3.720 1.766
H 7.471 -4.925 1.778
H 5.151 -4.863 3.782
H 6.804 -4.342 4.096
H 6.458 -6.046 3.751
C 6.531 1.009 -8.066
C 7.280 2.303 -8.341
O 6.628 3.165 -9.254
C 5.338 3.607 -8.872
C 5.298 4.385 -7.570
H 6.357 0.466 -8.996
H 7.113 0.377 -7.395
H 5.563 1.188 -7.598
H 8.243 2.074 -8.799
H 7.495 2.829 -7.404
H 4.641 2.762 -8.834
H 5.001 4.253 -9.683
H 5.618 3.780 -6.721
H 4.282 4.724 -7.367
H 5.955 5.255 -7.626
C 6.027 -9.331 7.285
C 4.747 -9.940 6.739
O 3.755 -8.990 6.399
C 4.111 -8.045 5.408
C 4.482 -8.657 4.068
H 5.814 -8.720 8.163
H 6.724 -10.120 7.570
H 6.526 -8.697 6.551
H 4.291 -10.570 7.503
H 4.964 -10.590 5.884
H 4.917 -7.397 5.770
H 3.233 -7.411 5.285
H 5.364 -9.296 4.137
H 4.698 -7.872 3.344
H 3.662 -9.267 3.686
```

Atomic partial charges in e from the Löwdin method, atoms 1 to 6: C -0.11; C -0.26; C -0.22; C -0.21; C -0.21; C -0.20

[2]
Formula: C37H72F13O12PS
Source: OMol25
Level of theory: ωB97M-V/def2-TZVPD

## Properties
M (g mol⁻¹): 1018.99
Charge: 0
SMILES: CCO[C@@H](CCCCCCCCCOC)[C@@](CCOC=O)(CCC(F)(F)C(F)(F)C(F)(F)C(F)(F)S(F)(F)(F)(F)F)OCP(C)O.COCCOC.COCCOC.COCCOC
Lowest unoccupied orbital energy (eV): 0.3
Gap between HOMO and LUMO (eV): 8.545
Multiplicity: 1
DFT total energy (a.u.): -4393.41561

XYZ file:
```
136
C37H72F13O12PS (ωB97M-V/def2-TZVPD)
C -3.390 1.982 3.317
C -2.410 1.224 4.188
O -1.128 1.799 4.218
C -0.303 1.453 3.102
C -0.155 2.711 2.247
C 0.317 2.519 0.798
C 1.763 2.970 0.504
C 2.682 1.859 -0.018
C 2.640 1.751 -1.547
C 2.937 0.331 -2.052
C 1.908 -0.713 -1.641
C 0.713 -0.817 -2.622
C -0.556 -0.145 -2.131
O -0.646 1.155 -2.698
C -1.866 1.788 -2.400
C 1.057 0.815 3.588
C 0.840 0.322 5.014
C 1.903 -0.603 5.636
O 3.123 -0.637 4.887
C 3.714 -1.863 4.862
O 3.764 -2.537 3.847
C 1.331 -0.335 2.588
C 0.536 -1.597 2.846
C 0.495 -2.502 1.649
F 1.728 -2.757 1.146
F -0.208 -1.869 0.645
C -0.252 -3.863 1.824
F 0.038 -4.610 0.721
F -1.595 -3.649 1.829
C 0.141 -4.645 3.105
F 1.483 -4.604 3.227
F -0.433 -3.985 4.151
C -0.427 -6.106 3.150
F -0.419 -6.704 1.944
F -1.726 -6.000 3.545
S 0.480 -7.251 4.396
F -0.821 -7.498 5.251
F 0.836 -6.014 5.303
F 1.799 -7.062 3.552
F 0.113 -8.528 3.530
F 1.283 -8.169 5.384
O 2.081 1.761 3.381
C 2.869 2.237 4.445
P 2.618 3.978 4.995
C 0.892 3.987 5.658
O 2.551 4.813 3.562
H -3.301 1.701 2.271
H -4.421 1.807 3.608
H -3.219 3.051 3.360
H -2.780 1.231 5.210
H -2.389 0.175 3.883
H -0.821 0.721 2.487
H -1.164 3.109 2.197
H 0.421 3.481 2.744
H -0.309 3.166 0.192
H 0.131 1.513 0.431
H 2.190 3.387 1.407
H 1.745 3.756 -0.242
H 2.443 0.902 0.427
H 3.698 2.097 0.287
H 1.653 2.024 -1.911
H 3.405 2.404 -1.954
H 3.935 0.061 -1.713
H 2.966 0.373 -3.137
H 2.381 -1.689 -1.620
H 1.503 -0.527 -0.653
H 0.525 -1.871 -2.788
H 0.967 -0.320 -3.550
H -0.544 -0.037 -1.045
H -1.434 -0.717 -2.433
H -2.661 1.075 -2.189
H -2.165 2.401 -3.243
H -1.751 2.448 -1.539
H -0.101 -0.204 5.069
H 0.731 1.181 5.662
H 2.076 -0.305 6.667
H 1.502 -1.613 5.691
H 4.180 -2.227 5.786
H 1.043 0.042 1.613
H 2.394 -0.524 2.539
H -0.488 -1.349 3.112
H 0.970 -2.150 3.668
H 2.848 1.668 5.372
H 3.906 2.228 4.120
H 0.264 3.179 5.298
H 0.441 4.955 5.477
H 1.019 3.874 6.729
H 2.532 5.741 3.798
C -5.756 7.597 1.196
O -6.091 6.894 0.014
C -5.013 6.138 -0.515
C -5.133 4.671 -0.171
O -5.002 4.443 1.223
C -6.242 4.238 1.875
H -6.684 7.958 1.638
H -5.247 6.955 1.919
H -5.120 8.458 0.965
H -4.055 6.533 -0.163
H -5.043 6.248 -1.604
H -4.323 4.127 -0.667
H -6.083 4.271 -0.539
H -6.644 3.248 1.632
H -6.973 5.003 1.603
H -6.063 4.287 2.948
C -1.303 -1.828 -8.835
O -2.023 -2.562 -7.861
C -1.245 -2.893 -6.722
C -1.530 -1.973 -5.557
O -1.105 -0.647 -5.820
C -2.160 0.227 -6.173
H -2.024 -1.437 -9.552
H -0.758 -0.993 -8.391
H -0.600 -2.480 -9.365
H -0.180 -2.879 -6.967
H -1.512 -3.916 -6.436
H -0.966 -2.321 -4.684
H -2.594 -1.999 -5.302
H -2.764 0.473 -5.292
H -2.802 -0.203 -6.946
H -1.713 1.144 -6.554
C 3.322 -1.307 -5.722
O 2.922 -2.116 -4.630
C 2.241 -3.293 -5.029
C 3.139 -4.508 -4.975
O 4.185 -4.432 -5.930
C 5.426 -4.037 -5.372
H 4.017 -0.560 -5.340
H 3.823 -1.892 -6.497
H 2.456 -0.793 -6.153
H 1.820 -3.173 -6.030
H 1.411 -3.439 -4.328
H 2.546 -5.396 -5.214
H 3.545 -4.633 -3.966
H 5.861 -4.854 -4.787
H 5.321 -3.153 -4.739
H 6.097 -3.803 -6.196
```

Atomic partial charges in e from the Löwdin method, atoms 1 to 6: C -0.07; C -0.26; O -0.16; C -0.24; C -0.10; C -0.15

[3]
Formula: C37H73Br12N6O5PS2
Source: OMol25
Level of theory: ωB97M-V/def2-TZVPD

## Properties
M (g mol⁻¹): 1735.98
Charge: 0
Lowest unoccupied orbital energy (eV): -0.7
Gap between HOMO and LUMO (eV): 7.829
Multiplicity: 1
DFT total energy (a.u.): -34184.08724

XYZ file:
```
136
C37H73Br12N6O5PS2 (ωB97M-V/def2-TZVPD)
C 0.279 2.277 2.278
C 1.400 3.347 2.487
O 2.440 3.219 1.434
C 3.362 2.175 1.805
C 3.721 1.233 0.589
C 4.216 -0.114 1.201
C 4.270 -1.309 0.147
C 2.789 -1.645 -0.212
C 2.595 -2.958 -1.088
C 2.529 -2.408 -2.597
N 3.573 -1.454 -2.950
C 3.843 -3.890 -1.075
C 3.652 -5.205 -1.948
C 4.673 -5.329 -3.126
N 6.052 -4.888 -3.037
O 4.302 -5.852 -4.135
O 1.327 -3.586 -0.908
C 1.207 -4.548 0.111
C -0.150 -5.331 -0.214
N -1.353 -4.486 -0.104
C -1.973 -4.511 -1.459
C -3.239 -3.625 -1.619
C -2.924 -2.139 -2.046
S -4.159 -1.612 -3.323
C -4.739 0.011 -2.760
S -6.176 0.629 -3.204
N -3.810 0.678 -1.862
C -2.665 1.145 -2.449
C -1.999 1.682 -1.295
N -2.766 1.492 -0.172
C -3.895 0.864 -0.507
C -2.290 -4.951 0.939
C -2.702 -3.876 2.012
C -4.020 -4.400 2.722
C -2.971 -2.444 1.444
P 1.022 -3.887 1.857
N 2.427 -3.597 2.529
O 0.298 -5.006 2.835
O 0.160 -2.493 1.935
H -0.499 2.401 3.060
H -0.110 2.330 1.240
H 0.728 1.264 2.432
H 0.911 4.320 2.386
H 1.840 3.331 3.510
H 4.302 2.538 2.287
H 2.863 1.534 2.577
H 4.577 1.730 0.076
H 2.833 1.149 -0.066
H 5.169 -0.010 1.786
H 3.440 -0.440 1.945
H 4.876 -0.925 -0.701
H 4.799 -2.126 0.692
H 2.375 -0.777 -0.781
H 2.226 -1.678 0.742
H 1.540 -1.902 -2.731
H 2.533 -3.253 -3.328
H 4.509 -1.748 -2.695
H 3.369 -0.502 -2.675
H 4.783 -3.416 -1.418
H 4.031 -4.235 -0.028
H 3.887 -6.073 -1.276
H 2.613 -5.355 -2.298
H 6.065 -3.883 -3.236
H 6.323 -4.953 -2.047
H 1.968 -5.359 0.163
H -0.140 -6.231 0.440
H 0.006 -5.708 -1.258
H -1.242 -4.286 -2.270
H -2.298 -5.577 -1.630
H -3.938 -3.660 -0.754
H -3.825 -4.063 -2.468
H -1.902 -2.102 -2.476
H -2.956 -1.486 -1.150
H -2.362 1.110 -3.502
H -1.001 2.149 -1.310
H -4.739 0.537 0.108
H -1.904 -5.824 1.521
H -3.254 -5.317 0.491
H -1.942 -3.770 2.819
H -3.900 -5.502 2.844
H -4.114 -3.902 3.708
H -4.861 -4.158 2.032
H -3.966 -2.372 0.943
H -2.176 -2.195 0.705
H -2.870 -1.711 2.273
H 3.185 -3.791 1.875
H 1.047 -5.516 3.196
H 0.093 -2.131 1.031
Br 1.515 7.738 -1.939
C 1.127 5.851 -2.228
C 0.352 5.268 -1.075
Br 1.509 4.925 0.471
H 2.079 5.353 -2.398
H 0.536 5.820 -3.144
H -0.054 4.294 -1.340
H -0.454 5.911 -0.735
Br -2.953 5.696 -1.152
C -3.815 7.250 -0.356
C -3.514 7.350 1.117
Br -4.566 6.072 2.141
H -4.877 7.168 -0.573
H -3.406 8.107 -0.889
H -3.803 8.328 1.500
H -2.470 7.164 1.357
Br 7.187 -0.686 1.218
C 8.730 -0.641 0.030
C 8.311 -0.397 -1.396
Br 7.563 -2.007 -2.200
H 9.264 -1.579 0.165
H 9.348 0.179 0.394
H 9.174 -0.147 -2.012
H 7.561 0.384 -1.493
Br -5.531 8.504 -3.196
C -4.645 8.232 -4.908
C -4.958 6.873 -5.477
Br -3.944 5.467 -4.587
H -3.582 8.394 -4.746
H -5.034 9.016 -5.556
H -4.656 6.820 -6.523
H -6.008 6.607 -5.393
Br 3.228 -6.125 5.210
C 2.384 -4.523 5.927
C 2.736 -4.318 7.377
Br 1.733 -5.525 8.532
H 1.315 -4.625 5.756
H 2.768 -3.705 5.317
H 2.455 -3.317 7.700
H 3.790 -4.482 7.588
Br -7.247 8.851 2.228
C -8.670 7.550 1.965
C -8.355 6.620 0.823
Br -8.640 7.486 -0.899
H -9.590 8.111 1.822
H -8.729 6.997 2.902
H -9.031 5.765 0.827
H -7.327 6.265 0.832
```

Atomic partial charges in e from the Löwdin method, atoms 1 to 6: C -0.06; C -0.37; O -0.50; C -0.21; C -0.14; C -0.28

Question: Look up the multiplicity of the third one.
Answer: 1